Record 1
7 unconnected molecules or ions with the total composition C12H22Cl6F6NO10PS in a non-equilibrium geometry. Source: the Open Molecules 2025 dataset; level of theory: ωB97M-V/def2-TZVPD.

Last column: natural (NBO) charge in e.
Geometry (Å):
N (10.5849, -9.4634, 9.8482)  -0.85
O (12.6859, -14.0760, 12.4941)  -0.87
O (6.4087, -7.4543, 7.7628)  -0.50
O (4.2540, -7.9313, 7.6419)  -0.50
C (10.3138, -8.8753, 15.6021)  -0.10
C (9.3637, -10.3827, 17.4136)  -0.63
H (6.8876, -9.2475, 8.8454)  0.19
H (11.0573, -8.5933, 9.6488)  0.44
H (10.1275, -9.9642, 18.0690)  0.21
Cl (8.3942, -5.8083, 14.6662)  0.02
Cl (4.9796, -9.8564, 16.8621)  0.00
O (10.3252, -14.3279, 11.3805)  -0.68
C (6.2638, -8.3548, 8.8895)  -0.09
O (11.6354, -9.1283, 15.1455)  -0.49
Cl (6.0574, -4.4102, 13.6176)  0.00
F (7.5529, -9.1008, 13.6991)  -0.57
O (11.6460, -16.4090, 12.2821)  -0.82
F (8.5719, -8.4782, 11.6379)  -0.60
H (6.2871, -7.8970, 9.8785)  0.22
H (9.9083, -9.4493, 9.0984)  0.45
H (9.6054, -8.5011, 14.8630)  0.22
H (10.1543, -9.4475, 10.7617)  0.49
C (4.7753, -8.7835, 8.6885)  0.07
H (4.7551, -10.4187, 7.1915)  0.22
H (4.8759, -10.9494, 8.8111)  0.21
C (9.9337, -13.0125, 11.8245)  -0.10
C (4.3912, -10.1930, 8.1938)  -0.63
Cl (8.5455, -3.9605, 12.2727)  0.00
C (5.3305, -7.2029, 7.0837)  0.98
Cl (3.1045, -9.5198, 14.6223)  0.03
H (8.9995, -12.6561, 11.3905)  0.23
F (8.4672, -10.6205, 11.0262)  -0.61
C (10.0016, -13.1749, 13.3859)  -0.10
C (4.7416, -9.3491, 15.1711)  -0.30
H (9.1869, -11.4096, 17.7335)  0.23
O (10.5307, -14.4584, 13.6387)  -0.68
F (6.6304, -9.6246, 11.8051)  -0.59
F (9.6283, -10.0725, 13.0470)  -0.59
O (13.0340, -10.8818, 14.8411)  -0.61
C (9.8642, -10.2680, 15.9838)  0.06
H (8.4701, -9.8108, 17.6635)  0.23
H (9.0320, -10.5960, 15.3609)  0.20
F (7.6844, -11.2874, 13.0358)  -0.59
H (10.7024, -12.3146, 11.4927)  0.15
H (10.6418, -12.3848, 13.7782)  0.20
H (5.3377, -9.9966, 14.5281)  0.24
O (11.0890, -11.0526, 15.9197)  -0.48
H (11.1936, -10.2675, 9.7938)  0.45
H (4.2584, -8.5461, 9.6183)  0.19
C (7.5955, -5.2279, 13.1785)  -0.25
H (10.3023, -8.3242, 16.5425)  0.19
H (3.3296, -10.4396, 8.2086)  0.24
H (9.0293, -13.0525, 13.8632)  0.22
H (7.2824, -6.1075, 12.6160)  0.24
C (12.0062, -10.3834, 15.2954)  0.97
S (11.5283, -14.9389, 12.3975)  2.45
Cl (5.2388, -7.6840, 14.9368)  0.02
O (5.1978, -6.3700, 6.1824)  -0.58
P (8.1038, -9.8438, 12.4046)  2.59

Properties
charge: 0
HOMO: -10.7 eV
electronic energy: -146333.0337 eV



Record 2
A molecular structure, C4H9NO2 in a non-equilibrium geometry. Source: the Open Molecules 2025 dataset; level of theory: ωB97M-V/def2-TZVPD.

Last column: natural (NBO) charge in e.
Geometry (Å):
H (1.6196, -0.8604, 1.9379)  0.20
H (-2.2429, -0.9034, -0.8713)  0.46
H (-1.2106, 2.5372, -0.4315)  0.23
H (-0.2554, -1.7528, -1.5900)  0.23
O (-1.8680, -0.0684, -1.1960)  -0.79
N (0.3349, -0.6071, 0.3143)  -0.19
H (1.3901, 0.8360, 1.4356)  0.21
H (1.4647, -1.6305, -1.1317)  0.20
H (0.6618, -0.2219, -1.8962)  0.21
C (1.4986, -0.1919, 1.0813)  -0.43
H (-1.1818, 2.2780, 1.3910)  0.23
H (2.4255, -0.2419, 0.5047)  0.22
C (-1.1591, 1.8474, 0.3994)  -0.66
O (-0.9043, -0.4778, 1.0963)  -0.34
C (-1.0978, 0.5381, 0.1995)  0.60
C (0.5248, -1.0808, -1.2432)  -0.36

Properties
charge: 0
energy above the lowest of the compared OMol25 structures with the same formula, charge and spin: 696.40 kJ/mol
HOMO: -7.9 eV
electronic energy: -9872.8429 eV



Record 3
2 unconnected molecules or ions with the total composition C29H48F5N3O3PS in a non-equilibrium geometry. Source: the Open Molecules 2025 dataset; level of theory: ωB97M-V/def2-TZVPD.

Last column: Mulliken charge in e.
Geometry (Å):
H (-0.0341, 0.5595, -0.7539)  -0.69
C (-7.9826, 6.6646, -0.6539)  -0.36
H (3.6990, -0.4480, 4.0332)  0.30
H (-0.5596, 0.7523, 2.7905)  0.55
C (1.3024, -0.7772, 2.9463)  -3.21
H (2.4444, 1.3394, 1.1746)  0.65
H (-8.8842, 4.2694, 1.5645)  0.36
C (-7.3749, 4.4950, -1.4388)  0.46
H (-2.1708, -1.0774, 1.2584)  0.15
H (-8.0190, 7.7373, -0.7924)  0.36
C (0.6106, -0.6622, 1.5402)  2.91
C (1.6893, -0.3769, 0.3950)  0.62
N (2.7668, 0.5175, 0.6857)  0.66
H (-8.9634, 6.7194, 1.2534)  0.38
H (1.5551, -3.6387, 2.8559)  0.25
H (5.7820, 1.0940, 0.7989)  0.40
C (-8.4726, 4.7152, 0.6684)  -0.39
H (0.6453, -1.2036, 3.7224)  0.86
H (-3.4329, 2.0000, -2.1428)  0.29
C (3.9870, -0.0384, 1.2679)  -0.37
H (4.3774, -3.7225, -2.5314)  0.42
C (-8.5148, 6.0922, 0.4936)  -0.50
N (1.3082, -2.7262, 0.3310)  1.39
H (-3.5552, 0.3577, -0.0084)  0.69
H (3.3125, 0.9667, 4.9972)  0.36
H (2.1511, -1.4788, 2.8494)  0.53
H (3.9336, -1.0889, 1.5899)  0.15
H (2.1777, 3.5832, 0.4193)  0.36
O (-3.8013, 2.7101, -0.1805)  -0.50
C (2.0539, -1.7559, -0.1169)  -2.45
C (0.2452, -2.1089, 1.1819)  -1.48
H (3.0240, -5.4952, -3.3980)  0.28
H (-2.0405, 0.2314, -0.8502)  0.38
H (0.4976, -5.2383, 0.3158)  0.21
C (2.8715, 0.0971, 4.5035)  -0.99
S (3.1783, -5.0670, 0.8038)  -0.33
N (1.8732, 0.4736, 3.4662)  0.00
C (5.2704, 0.2090, 0.4062)  -1.52
H (-4.5083, 3.4292, -2.0381)  0.23
F (-6.8163, 3.7121, -2.3855)  -0.35
H (4.1792, 0.5273, 2.1895)  0.52
C (-7.9032, 3.9085, -0.3063)  -0.26
H (5.0632, -1.9077, -4.0583)  0.34
C (-2.4991, 0.6590, 0.0548)  -0.82
H (-1.8708, 2.5705, -0.7529)  0.44
H (3.5170, -2.1224, -4.9647)  0.47
H (3.0048, -4.6234, -4.9354)  0.41
H (1.6134, -2.7213, -2.4675)  0.61
H (2.6893, -1.4059, -3.1080)  0.39
C (-2.4951, 2.2136, 0.0830)  -0.53
C (0.9800, 0.1911, -0.9435)  0.27
H (-2.1065, 2.6294, 1.0185)  0.38
C (2.6366, -2.3397, -2.5409)  -1.22
P (1.5729, -4.4272, -0.0920)  0.33
H (1.7253, -4.5893, -1.4882)  0.02
F (0.2656, -3.6959, 4.3629)  -0.30
H (2.3815, -0.5941, 5.2109)  0.35
O (2.4688, 3.3226, -0.4675)  -0.49
C (1.7422, 1.3107, -1.6817)  -0.55
C (-7.4030, 5.8624, -1.6265)  -0.48
H (5.0249, 0.3687, -0.6481)  0.38
O (0.3972, 3.2177, -1.2481)  -0.42
H (2.8099, 1.1357, -1.8276)  0.35
H (3.7518, -1.0952, -1.1950)  -0.65
C (-4.1926, 2.5135, -1.5332)  -0.65
H (-6.9755, 6.2905, -2.5241)  0.41
C (4.3134, -2.6299, -4.4008)  -1.77
H (-7.8676, 2.8326, -0.1924)  0.39
H (4.7613, -3.3491, -5.0951)  0.49
C (0.5194, -3.9209, 3.0838)  0.30
C (-1.9709, -0.0053, 1.3552)  -0.85
C (-0.5175, 0.3840, 1.7636)  -0.67
F (0.3461, -5.2182, 2.8262)  -0.30
H (-2.6451, 0.3513, 2.1458)  0.39
C (3.6055, -3.3727, -3.2244)  0.78
H (-0.5520, -1.9857, 0.4190)  0.84
H (1.7017, -4.3217, -3.7924)  0.43
C (3.1730, -2.0162, -1.0785)  -0.78
H (1.3141, 1.3341, -2.6979)  0.61
C (2.7752, -4.5351, -3.8686)  -1.50
H (0.8660, -0.6256, -1.6775)  0.33
H (-5.0592, 1.8321, -1.5190)  0.27
H (-0.2477, 1.2705, 1.1637)  0.22
C (1.4385, 2.7123, -1.1356)  -0.13
H (3.8678, -2.7738, -0.7027)  1.08
C (-0.4560, -3.0564, 2.1758)  0.48
F (-1.2998, -2.4316, 2.9972)  -0.31
H (5.9706, -0.6269, 0.5297)  0.37
H (1.1827, 1.0201, 3.9729)  0.36
F (-1.2234, -3.8884, 1.4192)  -0.35

Properties
charge: +1
HOMO: -10.5 eV
electronic energy: -75166.6539 eV



Record 4
A molecular structure, C5H7NO. Source: the Open Molecules 2025 dataset; level of theory: ωB97M-V/def2-TZVPD.

Last column: natural (NBO) charge in e.
Geometry (Å):
C (1.0222, -0.1057, 0.7909)  -0.52
H (-0.8056, 1.4800, 1.3297)  0.21
H (1.3799, 1.7003, -0.5088)  0.24
N (-0.0862, -2.3219, 1.1003)  -0.74
C (0.0558, 0.0288, -1.3355)  -0.06
H (-0.4980, 0.5629, -2.1143)  0.19
H (-0.9894, -2.7111, 0.8558)  0.36
H (0.6801, -0.7612, -1.7603)  0.21
C (0.1077, -1.1449, 0.6913)  0.50
O (-0.9017, -0.5330, -0.3816)  -0.50
H (1.6169, 0.0869, 1.6716)  0.24
C (-0.7006, 1.2553, 0.2719)  0.00
H (-1.5456, 1.5482, -0.3521)  0.19
C (0.6647, 0.9153, -0.2588)  -0.32

Properties
charge: 0
energy above the lowest of the compared OMol25 structures with the same formula, charge and spin: 552.11 kJ/mol
HOMO (spin up / spin down): -7.0 / -7.0 eV
electronic energy: -8830.4807 eV



Record 5
C3H3F2NO in the gas phase in a non-equilibrium geometry. Source: the Open Molecules 2025 dataset; level of theory: ωB97M-V/def2-TZVPD.

Last column: natural (NBO) charge in e.
Geometry (Å):
O (1.2534, 2.0790, -1.4067)  -0.68
H (-1.7102, -0.3222, 1.8920)  0.21
H (0.3813, 2.1395, -1.8765)  0.49
F (2.5582, 0.1957, -1.4174)  -0.33
C (1.4119, 0.7865, -0.8754)  0.46
F (-2.2054, -1.4908, 0.2418)  -0.38
C (0.5609, 0.1080, -0.1043)  0.26
C (-1.2663, -1.1103, 1.2437)  0.16
H (-0.8303, -2.1045, 1.4963)  0.22
N (-0.1534, -0.2811, 0.8064)  -0.42

Properties
charge: 0
energy above the lowest of the compared OMol25 structures with the same formula, charge and spin: 269.99 kJ/mol
SMILES: OC(F)=C=NCF
HOMO: -8.6 eV
electronic energy: -12128.7859 eV



Record 6
5 unconnected molecules or ions with the total composition C18H47B3O16S4. Source: the Open Molecules 2025 dataset; level of theory: ωB97M-V/def2-TZVPD.

Last column: Mulliken charge in e.
Geometry (Å):
S (-3.3997, 5.6380, -3.1829)  1.27
H (-2.1419, 2.0348, 3.7704)  0.30
O (-1.8273, 3.0867, 0.1334)  -0.60
H (6.3174, -3.3492, 2.5288)  0.45
C (5.0225, -2.5748, 0.9396)  1.45
O (-0.1870, -3.1403, 1.3093)  -0.71
H (-2.0287, 3.9783, -4.1013)  0.37
H (-3.9589, 7.4934, -5.0843)  0.36
O (1.6012, -2.1469, -4.0881)  -0.37
H (-1.3801, 4.6324, -2.5619)  0.26
C (6.0313, -0.7997, 2.5591)  -1.97
H (-8.0332, -5.8507, 2.6509)  0.37
H (-3.7638, -2.5910, 4.4232)  0.34
C (-7.1472, -5.8858, 3.2810)  -0.93
O (2.8080, -0.3408, -5.2656)  -0.63
H (-0.3288, -0.2975, -3.8689)  0.35
H (5.5822, -1.2164, 3.4641)  0.36
H (0.1508, 1.0467, 1.9838)  0.11
H (6.1196, 0.2783, 2.7046)  0.47
O (-2.4469, 6.6650, -3.9327)  -0.28
H (-3.7317, 9.7968, -4.0586)  0.38
H (-2.7556, 3.5042, -2.5332)  0.36
H (-4.0303, -2.4227, 2.6878)  0.32
B (1.6723, -1.4044, 2.0618)  0.43
C (1.0536, -1.5996, -2.8584)  0.25
H (-0.7997, 5.8038, 0.0947)  0.35
B (0.1421, -3.0202, 2.6509)  0.74
H (0.3270, -2.3460, -2.5425)  0.20
H (7.0665, -3.3247, 0.9184)  0.37
C (-3.0737, 7.8249, -4.5414)  -0.39
O (-3.6771, 6.1260, -1.8656)  -0.59
H (-2.5154, 9.1523, -2.9427)  0.26
O (2.9577, -1.1838, 2.3535)  -0.49
H (4.3290, -3.5844, -0.8721)  0.36
C (-3.4295, -2.9282, 3.4423)  -0.51
O (0.5170, 3.3932, 0.8431)  -0.62
H (-3.2838, -4.7756, 2.3169)  0.36
C (-3.3980, 8.9022, -3.5312)  -0.96
H (-2.3371, 8.1659, -5.2655)  0.27
H (5.9041, -2.8065, -1.0406)  0.37
O (-5.5048, -5.2876, 1.3267)  -0.65
H (1.8480, -1.5562, -2.1120)  -0.11
H (-2.8740, -4.9346, 4.0249)  0.26
H (3.9082, 0.5635, 1.9179)  0.45
O (-4.4891, 5.3074, -4.0510)  -0.69
O (0.8187, -1.8975, 3.0609)  -0.58
C (4.9153, -2.7091, -0.5855)  -1.45
S (-5.9907, -4.7706, 2.5702)  1.25
H (-0.1086, 0.0413, -2.1413)  0.36
H (-0.6001, 0.1493, 3.3179)  0.35
S (-0.8727, 3.6835, 1.0211)  1.23
O (3.9150, -1.6081, -3.4641)  -0.56
H (0.3579, 1.6013, 3.6461)  0.25
H (4.0852, -2.9573, 1.3538)  -0.19
O (1.1292, -1.2616, 0.7885)  -0.42
H (3.4930, -3.7807, -5.1800)  0.31
H (-4.1853, 8.5859, -2.8495)  0.29
H (7.0382, -1.2022, 2.4559)  0.45
H (-6.7149, -6.8821, 3.2853)  0.31
C (3.3883, -2.8423, -5.7167)  -0.98
H (-7.3805, -5.5479, 4.2869)  0.32
H (1.1359, 0.5140, -3.3061)  0.31
C (5.1739, -1.0841, 1.3302)  0.23
H (2.5942, -2.8927, -6.4565)  0.34
C (6.1318, -3.4840, 1.4636)  -1.88
H (5.6349, -0.5831, 0.4707)  0.44
O (-6.5250, -3.4447, 2.6076)  -0.61
H (-2.2727, 1.5961, 2.0688)  0.37
C (3.8072, -0.4284, 1.4721)  -0.33
C (-2.2685, 4.3005, -3.0920)  -0.92
H (-2.3882, -2.6364, 3.3071)  -0.09
C (-1.5959, 1.9826, 2.8316)  -0.69
H (4.3281, -2.5559, -6.1836)  0.38
C (0.4008, -0.2508, -3.0605)  -1.06
B (-0.0182, -1.9850, 0.5720)  1.11
H (-0.4981, 5.8382, 1.8570)  0.36
C (-3.5326, -4.4310, 3.3206)  -0.51
H (5.8496, -4.5285, 1.3169)  0.44
H (-0.1796, -3.8796, 3.4054)  -0.20
H (4.4244, -1.8457, -1.0390)  0.22
O (-1.2992, 3.3710, 2.5159)  -0.28
H (3.3280, -0.3098, 0.4976)  0.08
C (-0.3447, 1.1429, 2.9497)  -0.44
H (-0.8504, -1.5859, -0.1768)  -0.17
C (-1.1141, 5.4227, 1.0641)  -0.99
S (2.9996, -1.5729, -4.5662)  1.22
O (-4.8552, -4.9223, 3.6676)  -0.29
H (-2.1691, 5.6248, 1.2254)  0.34

Properties
charge: 0
energy above the lowest of the compared OMol25 structures with the same formula, charge and spin: 0.00 kJ/mol
SMILES: CC(C)[C@H](C)COB1OBOBO1.CCOS(C)(=O)=O.CCOS(C)(=O)=O.CCOS(C)(=O)=O.CCOS(C)(=O)=O
HOMO: -10.8 eV
electronic energy: -97565.2727 eV